Below is a molecular structure, C51H43BaNO2P3, with properties calculated with wB97M-V/def2-TZVPD.

Last column: Löwdin charge in e.
CARTESIAN COORDINATES (ANGSTROEM)
Ba (0.7839, 1.3601, 0.8682)  1.68
O (0.9114, 1.3930, 3.3775)  -0.26
C (0.2499, 2.4738, 3.3679)  -0.81
O (0.4074, 3.3715, 2.5024)  -0.17
C (-0.8677, 2.6013, 4.3615)  -0.16
C (-0.7821, 3.4520, 5.4535)  -0.01
C (-1.8246, 3.4962, 6.3675)  -0.06
C (-2.9487, 2.7032, 6.1868)  -0.06
C (-3.0383, 1.8706, 5.0837)  -0.08
C (-2.0022, 1.8163, 4.1589)  -0.30
P (-2.0706, 0.7412, 2.6735)  1.06
C (-3.7251, 1.1085, 1.9956)  -0.38
C (-4.4235, 0.1394, 1.2735)  -0.13
C (-5.6420, 0.4382, 0.6849)  -0.10
C (-6.1692, 1.7187, 0.7814)  -0.07
C (-5.4689, 2.6969, 1.4705)  -0.07
C (-4.2578, 2.3944, 2.0763)  -0.09
C (-2.2008, -0.9147, 3.4224)  -0.36
C (-0.9972, -1.5774, 3.6575)  -0.10
C (-0.9858, -2.8132, 4.2842)  -0.08
C (-2.1792, -3.4050, 4.6717)  -0.07
C (-3.3814, -2.7503, 4.4464)  -0.07
C (-3.3933, -1.5071, 3.8297)  -0.09
H (0.0956, 4.0694, 5.5910)  0.13
H (-1.7601, 4.1503, 7.2265)  0.11
H (-3.7556, 2.7403, 6.9059)  0.11
H (-3.9264, 1.2664, 4.9390)  0.11
H (-4.0229, -0.8640, 1.1801)  0.11
H (-6.1845, -0.3309, 0.1494)  0.11
H (-7.1207, 1.9511, 0.3222)  0.11
H (-5.8683, 3.6996, 1.5450)  0.11
H (-3.7285, 3.1670, 2.6193)  0.11
H (-0.0588, -1.1011, 3.3932)  0.08
H (-0.0441, -3.3088, 4.4838)  0.10
H (-2.1725, -4.3710, 5.1588)  0.11
H (-4.3136, -3.2023, 4.7576)  0.11
H (-4.3383, -1.0035, 3.6706)  0.10
C (1.6640, 0.9966, -3.0411)  -0.34
N (1.8338, -0.0195, -1.9886)  -0.24
C (3.2456, -0.3009, -1.6695)  -0.34
P (3.4249, -0.6987, 0.1227)  0.99
C (5.2246, -0.7003, 0.3312)  -0.38
C (5.8712, 0.5367, 0.3241)  -0.11
C (7.2447, 0.6164, 0.4717)  -0.07
C (7.9871, -0.5448, 0.6504)  -0.07
C (7.3518, -1.7754, 0.6783)  -0.07
C (5.9755, -1.8562, 0.5160)  -0.08
C (2.8850, -2.4200, 0.2939)  -0.41
C (2.1783, -2.7453, 1.4506)  -0.11
C (1.6669, -4.0216, 1.6365)  -0.06
C (1.8594, -4.9851, 0.6569)  -0.06
C (2.5681, -4.6745, -0.4957)  -0.06
C (3.0812, -3.4008, -0.6761)  -0.10
C (1.1168, -1.2476, -2.2785)  -0.30
C (1.4341, -2.0037, -3.4033)  -0.04
C (0.7541, -3.1808, -3.6668)  -0.06
C (-0.2490, -3.6135, -2.8102)  -0.07
C (-0.5696, -2.8641, -1.6906)  -0.06
C (0.1135, -1.6848, -1.4307)  -0.05
P (0.2124, 2.0624, -2.6092)  1.01
C (0.1840, 3.2437, -3.9856)  -0.38
C (-0.9219, 3.3928, -4.8169)  -0.08
C (-0.9152, 4.3454, -5.8259)  -0.07
C (0.1958, 5.1519, -6.0176)  -0.07
C (1.3010, 5.0143, -5.1879)  -0.08
C (1.2895, 4.0739, -4.1717)  -0.11
C (-1.1870, 0.9466, -2.9307)  -0.41
C (-2.2305, 0.9022, -2.0100)  -0.11
C (-3.2960, 0.0272, -2.1896)  -0.06
C (-3.3161, -0.8183, -3.2858)  -0.06
C (-2.2856, -0.7778, -4.2172)  -0.06
C (-1.2364, 0.1055, -4.0438)  -0.10
H (1.5879, 0.5556, -4.0399)  0.09
H (2.5406, 1.6451, -3.0494)  0.08
H (3.8259, 0.6149, -1.7996)  0.08
H (3.6836, -1.0528, -2.3378)  0.10
H (5.3008, 1.4539, 0.2126)  0.10
H (7.7351, 1.5802, 0.4617)  0.11
H (9.0597, -0.4870, 0.7765)  0.11
H (7.9272, -2.6794, 0.8254)  0.11
H (5.4919, -2.8243, 0.5404)  0.10
H (2.0250, -1.9952, 2.2212)  0.09
H (1.1156, -4.2570, 2.5369)  0.09
H (1.4586, -5.9812, 0.7912)  0.11
H (2.7191, -5.4278, -1.2576)  0.11
H (3.6252, -3.1734, -1.5851)  0.11
H (2.2177, -1.6733, -4.0754)  0.12
H (1.0075, -3.7628, -4.5432)  0.11
H (-0.7824, -4.5320, -3.0153)  0.11
H (-1.3494, -3.1928, -1.0164)  0.12
H (-0.1524, -1.1035, -0.5552)  0.07
H (-1.7949, 2.7669, -4.6859)  0.10
H (-1.7806, 4.4535, -6.4658)  0.11
H (0.1992, 5.8912, -6.8070)  0.11
H (2.1682, 5.6454, -5.3278)  0.11
H (2.1548, 3.9994, -3.5214)  0.10
H (-2.2365, 1.5674, -1.1503)  0.09
H (-4.1048, 0.0158, -1.4726)  0.08
H (-4.1401, -1.5064, -3.4240)  0.11
H (-2.3071, -1.4309, -5.0796)  0.11
H (-0.4465, 0.1379, -4.7844)  0.11

Cartesian forces, eV/Å:
Ba 0.07 0.04 -0.45
O 0.08 -0.03 -0.04
C -0.02 0.21 0.44
O 0.02 -0.24 -0.23
C 0.04 -0.02 -0.05
C -0.08 0.01 0.07
C 0.11 0.05 -0.02
C -0.03 -0.02 -0.01
C -0.13 0.00 0.04
C 0.12 -0.05 -0.09
P -0.12 0.17 0.02
C -0.05 -0.11 -0.05
C 0.04 -0.03 0.02
C -0.06 0.04 -0.02
C 0.00 -0.01 0.00
C 0.01 0.01 0.00
C 0.04 0.00 0.00
C 0.00 -0.03 -0.04
C 0.02 -0.02 0.02
C 0.00 -0.03 0.03
C 0.00 -0.04 0.02
C 0.01 0.06 -0.03
C -0.02 -0.04 0.03
H 0.01 0.00 0.00
H 0.01 0.01 0.00
H -0.02 -0.02 0.00
H 0.01 0.00 -0.01
H 0.01 0.01 0.02
H 0.00 -0.01 0.00
H -0.01 0.00 0.00
H 0.00 0.00 0.01
H 0.01 0.01 0.03
H -0.02 0.02 -0.01
H 0.00 0.00 0.01
H 0.00 0.00 0.00
H -0.01 -0.01 0.01
H 0.01 0.01 -0.01
C 0.01 -0.01 -0.09
N 0.05 -0.09 0.18
C 0.09 -0.01 -0.16
P -0.22 0.18 0.25
C 0.13 -0.02 -0.06
C 0.00 0.07 -0.01
C 0.04 -0.08 0.01
C 0.02 0.05 0.00
C 0.00 -0.01 0.00
C 0.00 -0.05 -0.01
C -0.03 -0.07 0.04
C -0.05 0.02 0.05
C 0.03 -0.03 -0.09
C -0.05 0.00 0.09
C 0.03 0.00 -0.04
C 0.02 -0.02 -0.03
C -0.05 -0.03 -0.07
C 0.00 0.05 0.08
C -0.01 -0.03 -0.02
C -0.02 -0.04 -0.02
C 0.00 0.05 0.06
C 0.03 -0.03 0.00
P -0.02 -0.02 0.35
C 0.00 0.03 -0.09
C -0.02 -0.01 -0.05
C 0.03 0.03 -0.01
C 0.00 0.00 0.01
C -0.04 0.01 -0.03
C 0.07 0.04 -0.02
C -0.11 -0.04 -0.05
C -0.02 0.02 0.02
C 0.01 0.00 0.01
C -0.05 -0.02 0.01
C -0.01 0.02 0.00
C 0.05 0.02 -0.05
H -0.01 0.04 -0.01
H -0.03 0.05 0.00
H 0.02 0.00 0.00
H 0.03 0.04 0.06
H -0.03 -0.03 0.00
H 0.00 0.01 0.00
H 0.01 0.01 0.00
H 0.01 -0.01 0.00
H -0.02 0.01 0.00
H 0.03 0.02 -0.03
H 0.00 -0.02 -0.01
H -0.01 0.00 0.00
H 0.00 0.00 -0.01
H 0.01 0.01 0.02
H 0.00 0.01 -0.01
H 0.00 0.00 -0.01
H 0.01 -0.01 -0.02
H -0.01 0.00 0.00
H -0.01 -0.01 0.02
H 0.01 -0.01 0.03
H -0.01 0.00 0.00
H 0.01 0.01 -0.01
H 0.01 0.01 0.00
H -0.03 -0.03 0.03
H 0.03 0.01 -0.01
H 0.01 0.00 0.00
H -0.01 0.00 0.00
H 0.01 0.00 -0.01
H 0.00 0.00 0.00

The calculation puts the molecular weight at 932.2 g/mol. The total charge is +1. For the frontier orbital gap, the calculation gives 8.64 eV. Its HOMO energy is -0.395 Eh. The LUMO energy comes out at -2.11 eV. The electronic energy comes out at -87728.4488 eV.



Below is a molecular structure, C6H7ClN2O2 in a non-equilibrium geometry, with properties calculated with wB97M-V/def2-TZVPD.

Last column: natural (NBO) charge in e.
CARTESIAN COORDINATES (ANGSTROEM)
C (0.9250, 1.4805, 1.9634)  -0.29
C (2.2867, 1.6300, 1.6577)  -0.36
C (-0.1618, 0.8175, 1.4298)  0.05
C (-3.1170, -1.0113, -3.0982)  1.04
C (2.9487, 0.9693, 0.7669)  -0.02
C (0.6403, -0.5913, -0.3237)  0.62
N (-0.2816, 0.0026, 0.3660)  -0.67
N (0.3129, -1.5737, -1.0805)  -0.80
O (-2.2402, -1.4836, -3.6796)  -0.55
O (-4.0386, -0.4861, -2.6439)  -0.52
Cl (-2.4892, -1.6621, -0.7005)  -0.64
H (0.6788, 2.1336, 2.7541)  0.21
H (2.7738, 2.3532, 2.3369)  0.24
H (-1.1253, 0.8827, 2.0396)  0.22
H (3.9428, 0.8845, 0.4737)  0.18
H (0.9919, -2.1674, -1.5529)  0.43
H (-1.3046, -0.3688, 0.2295)  0.45
H (-0.7427, -1.8098, -0.9382)  0.40

Cartesian forces, eV/Å:
C -3.36 -0.71 -0.60
C 0.69 0.28 0.22
C 0.72 2.18 3.42
C -0.64 0.48 -0.33
C -0.75 -0.64 -0.43
C 0.72 -0.15 0.01
N -1.71 -0.34 -0.19
N 1.16 -0.38 -0.19
O 0.84 -0.46 -0.48
O -0.70 0.41 -0.24
Cl -0.01 -0.43 1.28
H -0.78 0.27 1.02
H 0.27 -0.30 -0.55
H 1.42 0.15 -1.17
H 1.34 -0.28 -0.76
H -0.42 0.43 0.08
H 1.23 0.04 -0.43
H -0.02 -0.54 -0.64

The calculation puts the molecular weight at 174.6 g/mol. The energy above the lowest of the compared OMol25 structures with the same formula, charge and spin is 109.5 kcal per mole. The total charge is 0. For the frontier orbital gap (spin up / spin down), the calculation gives 6.81 / 7.96 eV. Its HOMO energy (spin up / spin down) is -0.332 / -0.323 Eh. The LUMO energy (spin up / spin down) comes out at -2.22 / -0.83 eV. The electronic energy comes out at -25928.1677 eV.



Below is 2 unconnected molecules or ions with the total composition Cl2O3 in a non-equilibrium geometry, with properties calculated with wB97M-V/def2-TZVPD.

Last column: natural (NBO) charge in e.
CARTESIAN COORDINATES (ANGSTROEM)
O (0.4370, -0.5255, 1.0864)  0.03
O (-1.1992, 0.6973, 0.0931)  -0.52
O (1.2364, -0.8275, 0.2678)  0.01
Cl (-2.3985, 0.1076, -0.7673)  0.36
Cl (1.9244, 0.5481, -0.6799)  0.12

Cartesian forces, eV/Å:
O -2.96 1.79 1.66
O 0.90 -0.58 0.66
O 1.64 -1.14 -2.43
Cl 0.18 -0.24 0.03
Cl 0.24 0.17 0.08

The calculation puts the molecular weight at 118.9 g/mol. The energy above the lowest of the compared OMol25 structures with the same formula, charge and spin is 9.0 kcal per mole. The total charge is 0. For the frontier orbital gap (spin up / spin down), the calculation gives 5.73 / 5.76 eV. Its HOMO energy (spin up / spin down) is -0.342 / -0.344 Eh. The LUMO energy (spin up / spin down) comes out at -3.59 / -3.61 eV. The electronic energy comes out at -31176.8880 eV.